# 1
A molecular structure, C27H37F3NRhSSb, computed with wB97M-V/def2-TZVPD.

Output
**⟨S²⟩**: 6.009
**Frontier orbital gap (alpha / beta)**: 8.071 / 6.018 eV

The geometry in ORCA input format:
```
! RIJCOSX wB97M-V def2-TZVPD def2/J DEFGRID3
* xyz 1 5
Rh 0.303 -0.025 0.047
C -6.428 -2.053 -1.021
C -5.340 -2.412 0.001
C -5.215 -1.264 0.997
C -5.747 -3.676 0.770
C -4.030 -2.672 -0.736
C -3.984 -3.732 -1.666
C -2.843 -4.073 -2.353
C -1.694 -3.326 -2.113
S -0.106 -3.512 -2.792
C 0.440 -2.195 -1.851
N -0.481 -1.628 -1.088
C -1.716 -2.259 -1.210
C -2.882 -1.928 -0.517
C 1.796 -1.667 -1.833
C 2.847 -2.242 -2.543
C 4.111 -1.688 -2.441
C 4.331 -0.579 -1.632
C 3.287 -0.006 -0.913
C 2.008 -0.541 -1.011
H -7.374 -1.869 -0.512
H -6.592 -2.854 -1.740
H -6.159 -1.152 -1.576
H -6.170 -1.116 1.502
H -4.962 -0.330 0.494
H -4.464 -1.464 1.762
H -6.680 -3.503 1.307
H -4.982 -3.952 1.497
H -5.902 -4.525 0.106
H -4.875 -4.318 -1.840
H -2.841 -4.902 -3.047
H -2.860 -1.117 0.199
H 2.692 -3.116 -3.163
H 4.933 -2.127 -2.988
H 5.325 -0.158 -1.557
H 3.484 0.852 -0.284
C -3.863 1.604 -1.812
C -2.659 2.510 -2.029
C -2.131 2.397 -3.453
Sb -1.136 2.165 -0.558
C 0.316 3.718 -0.841
C 1.259 3.389 -1.990
C 1.082 3.952 0.453
C -2.006 2.753 1.323
C -2.980 1.742 1.905
C -2.635 4.139 1.221
H -4.649 1.860 -2.524
H -4.284 1.696 -0.811
H -3.598 0.555 -1.976
H -2.938 3.550 -1.827
H -1.771 1.388 -3.664
H -1.322 3.099 -3.657
H -2.935 2.611 -4.159
H -0.265 4.612 -1.088
H 1.833 2.482 -1.783
H 1.970 4.205 -2.128
H 0.741 3.239 -2.938
H 1.557 3.032 0.814
H 0.452 4.339 1.254
H 1.879 4.678 0.281
H -1.131 2.803 1.979
H -3.901 1.682 1.323
H -3.263 2.044 2.915
H -2.557 0.739 1.973
H -3.530 4.124 0.595
H -1.950 4.885 0.812
H -2.942 4.483 2.209
F 1.244 -1.303 2.568
C 0.199 -0.570 2.164
F 0.134 0.521 2.959
F -0.919 -1.298 2.395
*
```

***

# 2
A molecular structure, C27H37F6IN4O10ReS2Si2 in a non-equilibrium geometry, computed with wB97M-V/def2-TZVPD.

Output
**⟨S²⟩**: 0.883
**Frontier orbital gap (alpha / beta)**: 6.057 / 5.350 eV

The geometry in ORCA input format:
```
! RIJCOSX wB97M-V def2-TZVPD def2/J DEFGRID3
* xyz 0 2
Re -0.203 -1.251 -1.336
C 0.270 3.460 3.448
Si 0.188 2.996 1.590
C 1.969 2.753 0.952
C -0.409 4.594 0.720
C -0.921 1.384 1.223
C -1.854 1.501 0.071
C -2.678 2.621 -0.072
C -3.635 2.650 -1.062
C -3.796 1.530 -1.869
C -2.957 0.455 -1.659
N -2.000 0.450 -0.736
Si -2.213 0.753 2.605
C -3.541 -0.359 1.777
C -3.160 2.294 3.219
C -1.587 -0.145 4.165
H 1.211 3.973 3.629
H 0.239 2.598 4.103
H -0.514 4.152 3.739
H 2.459 3.721 0.894
H 2.022 2.321 -0.042
H 2.561 2.138 1.624
H -1.304 5.018 1.160
H -0.576 4.458 -0.341
H 0.370 5.344 0.828
H -2.549 3.454 0.589
H -4.249 3.526 -1.203
H -4.555 1.488 -2.632
H -3.052 -0.454 -2.235
H -4.393 0.238 1.459
H -3.918 -1.103 2.473
H -3.187 -0.880 0.894
H -3.762 2.744 2.437
H -2.507 3.057 3.625
H -3.842 1.995 4.009
H -0.857 -0.912 3.950
H -2.426 -0.614 4.668
H -1.127 0.553 4.853
N -3.578 -4.629 -1.029
C -2.570 -3.743 -1.087
O -2.565 -2.741 -0.384
C -1.460 -4.085 -2.049
C -0.850 -2.818 -2.651
H -4.333 -4.472 -0.383
H -3.568 -5.469 -1.580
H -1.836 -4.750 -2.834
H -0.703 -4.636 -1.483
H -1.594 -2.369 -3.321
H 0.010 -3.095 -3.263
F 0.928 3.403 -3.369
C -0.043 2.581 -2.998
F 0.159 2.226 -1.727
F -1.186 3.279 -3.015
S -0.220 1.015 -4.059
O -0.661 0.064 -3.056
O -1.186 1.335 -5.049
N 1.187 0.694 -4.636
S 2.201 0.210 -3.510
O 2.423 1.235 -2.541
O 1.950 -1.112 -3.020
C 3.687 0.126 -4.652
F 4.864 -0.188 -4.108
F 3.435 -0.775 -5.598
F 3.828 1.314 -5.230
O 0.838 0.531 2.980
C 0.970 0.134 1.841
O 0.060 0.364 0.899
C 2.204 -0.533 1.370
C 3.093 -1.067 2.298
C 4.348 -1.534 1.918
C 4.684 -1.411 0.586
O 5.862 -1.711 -0.029
C 5.700 -1.326 -1.384
O 4.390 -0.835 -1.575
C 3.791 -0.879 -0.352
C 2.544 -0.441 0.012
H 2.797 -1.075 3.336
H 5.054 -1.935 2.628
H 5.872 -2.193 -2.038
H 6.422 -0.534 -1.638
H 1.909 0.044 -0.709
N -0.838 -2.469 1.921
C 0.244 -2.913 1.215
O 0.490 -2.520 0.046
C 1.100 -3.928 1.847
I 0.111 -5.914 1.669
H -1.570 -2.068 1.344
H -1.168 -3.054 2.671
H 1.210 -3.790 2.915
H 2.055 -4.042 1.347
*
```

***

# 3
A molecular structure, C27H37N4O2SeSiV, computed with wB97M-V/def2-TZVPD.

Output
**⟨S²⟩**: 2.022
**Frontier orbital gap (alpha / beta)**: 6.346 / 6.645 eV
**Energy relative to the best compared isomer or geometry (same formula, charge and spin)**: 0.360 eV

The geometry in ORCA input format:
```
! RIJCOSX wB97M-V def2-TZVPD def2/J DEFGRID3
* xyz 2 3
V 1.843 0.010 -0.754
C -2.623 -4.931 -1.711
C -1.654 -3.797 -1.901
C -1.990 -2.658 -2.598
C -1.048 -1.633 -2.818
C -1.233 -0.515 -3.681
N -2.289 0.234 -3.837
C -3.447 0.358 -2.929
C -3.100 1.101 -1.634
C -2.884 2.617 -1.680
N -1.668 3.005 -2.419
C -0.469 3.199 -1.963
C -0.043 3.344 -0.601
C -0.672 4.143 0.368
C -0.124 4.300 1.625
C -0.733 5.213 2.650
C 1.038 3.573 1.920
C 1.644 2.721 1.011
C 2.721 1.841 1.453
N 2.978 0.710 0.914
C 4.049 -0.107 1.505
C 4.693 -1.034 0.482
C 3.885 -2.285 0.171
N 2.594 -1.980 -0.480
C 1.865 -2.974 -0.827
C 0.580 -2.871 -1.511
C -0.352 -3.884 -1.380
C 0.243 -1.715 -2.251
O 1.049 -0.697 -2.363
C 1.128 2.631 -0.294
O 1.650 1.838 -1.208
H -3.598 -4.693 -2.133
H -2.759 -5.154 -0.653
H -2.261 -5.838 -2.196
H -2.972 -2.596 -3.052
H -0.382 -0.234 -4.297
H -2.256 0.885 -4.610
H -3.806 -0.634 -2.673
H -4.238 0.853 -3.491
H -2.240 0.625 -1.157
H -3.941 0.944 -0.955
H -2.790 2.978 -0.661
H -3.723 3.136 -2.145
H -1.757 3.033 -3.426
H 0.308 3.230 -2.723
H -1.561 4.706 0.107
H -1.691 5.606 2.312
H -0.078 6.061 2.853
H -0.896 4.690 3.593
H 1.461 3.652 2.917
H 3.295 2.164 2.323
H 3.608 -0.705 2.309
H 4.800 0.545 1.954
H 5.658 -1.359 0.873
H 4.916 -0.480 -0.437
H 3.694 -2.840 1.093
H 4.462 -2.933 -0.491
H 2.200 -3.984 -0.581
H -0.076 -4.775 -0.825
C -1.819 -1.325 3.225
Si -0.065 -1.023 2.673
C 0.899 -2.625 2.618
C 0.759 0.208 3.816
Se -0.280 -0.207 0.543
H -1.845 -1.758 4.227
H -2.326 -2.012 2.545
H -2.385 -0.392 3.245
H 0.917 -3.118 3.592
H 1.934 -2.455 2.314
H 0.440 -3.310 1.901
H 0.659 -0.142 4.847
H 0.276 1.185 3.751
H 1.824 0.333 3.617
*
```

***

# 4
A gas-phase ion, C27H37N4O5S (charge +1) in a non-equilibrium geometry, computed with wB97M-V/def2-TZVPD.

Output
**SMILES string**: CC(C)([NH3+])C(=O)N[C@H](COCc1ccccc1)C(=O)N1CCC2(CC1)CN(S(C)(=O)=O)c1ccccc12
**Frontier orbital gap**: 8.758 eV
**Energy relative to the best compared isomer or geometry (same formula, charge and spin)**: 0.033 eV

The geometry in ORCA input format:
```
! RIJCOSX wB97M-V def2-TZVPD def2/J DEFGRID3
* xyz 1 1
C 4.374 0.602 1.192
H 4.071 -0.167 0.484
H 3.965 0.344 2.163
H 5.459 0.595 1.276
C 3.890 1.965 0.715
N 4.375 2.147 -0.688
H 5.392 2.222 -0.737
H 3.919 2.969 -1.101
C 4.395 3.113 1.582
H 5.482 3.119 1.616
H 4.032 3.006 2.600
H 4.048 4.072 1.202
C 2.350 2.012 0.586
O 1.847 2.302 -0.488
N 1.669 1.771 1.706
H 2.147 1.347 2.493
C 0.258 1.440 1.686
C -0.475 2.131 2.843
O -1.827 1.787 2.742
C -2.619 2.168 3.857
C -3.972 1.528 3.701
C -4.055 0.152 3.528
C -5.285 -0.460 3.372
C -6.445 0.297 3.396
C -6.368 1.668 3.572
C -5.136 2.283 3.718
H -5.080 3.353 3.852
H -7.269 2.261 3.593
H -7.405 -0.181 3.281
H -5.342 -1.531 3.240
H -3.146 -0.432 3.518
H -2.703 3.263 3.905
H -2.140 1.817 4.784
H -0.054 1.784 3.800
H -0.335 3.222 2.779
H -0.154 1.765 0.731
C 0.207 -0.093 1.871
O 1.134 -0.618 2.473
N -0.821 -0.775 1.365
C -1.870 -0.258 0.516
H -2.076 0.784 0.748
H -2.775 -0.823 0.753
C -1.486 -0.465 -0.959
H -2.393 -0.613 -1.547
H -0.982 0.419 -1.353
C -0.565 -1.694 -1.114
C -0.644 -2.254 -2.515
C -1.721 -2.812 -3.174
C -1.548 -3.256 -4.478
C -0.319 -3.141 -5.107
C 0.772 -2.584 -4.453
C 0.587 -2.149 -3.155
N 1.551 -1.576 -2.306
H 4.030 1.289 -1.248
C 0.940 -1.332 -1.001
H 1.103 -0.290 -0.723
H 1.449 -1.962 -0.267
S 2.535 -0.410 -2.922
O 3.374 0.031 -1.809
O 3.230 -0.895 -4.062
C 1.489 0.988 -3.398
H 0.583 0.587 -3.835
H 1.280 1.587 -2.520
H 2.033 1.560 -4.137
H 1.732 -2.490 -4.933
H -0.202 -3.493 -6.119
H -2.380 -3.697 -5.004
H -2.680 -2.903 -2.689
C -0.971 -2.750 -0.073
H -0.387 -3.658 -0.221
H -2.018 -3.002 -0.240
C -0.771 -2.227 1.358
H 0.198 -2.521 1.766
H -1.551 -2.619 2.017
*
```

***

# 5
A molecular structure, C27H38Al2Br4F6Li2N2O10PS in a non-equilibrium geometry, computed with wB97M-V/def2-TZVPD.

Output
**Frontier orbital gap**: 1.029 eV

The geometry in ORCA input format:
```
! RIJCOSX wB97M-V def2-TZVPD def2/J DEFGRID3
* xyz -1 1
C 3.398 -3.143 1.120
C 2.767 -2.585 0.249
C 2.239 -1.649 -0.747
C 0.717 -1.708 -1.104
C -0.003 -0.414 -0.715
P -1.648 -0.661 0.076
S -0.653 -1.528 1.886
C -2.699 -2.160 -0.158
C -2.207 -3.464 0.406
O -2.914 -4.153 1.078
C -2.195 0.715 1.180
C -1.060 1.249 2.072
F -1.249 2.636 2.180
O -2.377 0.139 -1.399
C -3.656 0.216 -1.415
N -4.792 0.327 -1.316
H 4.090 -3.320 1.918
H 2.456 -0.674 -0.317
H 2.849 -1.743 -1.640
H 0.306 -2.598 -0.629
H 0.656 -1.888 -2.168
H -0.172 0.146 -1.632
H 0.640 0.186 -0.084
H 0.387 -2.261 1.479
H -2.836 -2.326 -1.229
H -3.681 -1.995 0.280
H -1.205 -3.853 0.154
H -2.522 1.564 0.592
H -2.988 0.368 1.834
H -1.098 0.875 3.085
H -0.082 1.135 1.620
C 2.807 -1.221 4.356
O 1.688 -1.751 4.459
O 3.315 -0.417 5.265
O 3.589 -1.356 3.311
Li 3.843 0.999 4.336
Al 1.298 -4.394 1.020
C 4.327 5.308 -1.579
C 3.628 5.140 -0.224
C 3.042 6.478 0.239
C 1.833 6.960 -0.564
C 1.021 5.809 -1.185
C 1.185 4.455 -0.487
N 2.589 4.114 -0.454
O 2.872 2.993 0.037
C 0.443 3.416 -1.348
C 0.530 4.476 0.910
C 4.672 4.727 0.804
H 4.714 4.323 -1.865
H 5.144 6.026 -1.524
H 3.660 5.630 -2.375
H 2.751 6.395 1.290
H 3.824 7.240 0.215
H 1.202 7.555 0.095
H 2.153 7.633 -1.363
H -0.033 6.078 -1.211
H 1.318 5.698 -2.235
H 0.911 3.313 -2.329
H -0.587 3.733 -1.498
H 0.426 2.438 -0.871
H -0.526 4.713 0.805
H 0.997 5.246 1.600
H 0.599 3.506 1.393
H 5.426 5.509 0.878
H 5.194 3.796 0.549
H 4.229 4.591 1.789
Br 0.721 6.566 3.120
C -7.755 -5.660 2.365
C -8.330 -6.800 1.972
C -7.743 -7.654 0.886
O -8.337 -8.677 0.590
C -6.527 -7.196 0.247
C -5.946 -6.061 0.645
C -6.519 -5.223 1.736
O -5.935 -4.196 2.057
O -4.810 -5.599 0.103
O -9.461 -7.268 2.496
H -8.171 -5.038 3.145
H -6.115 -7.812 -0.536
H -4.599 -4.772 0.580
H -9.627 -8.106 2.021
Li 5.637 2.892 -1.191
F -5.575 -8.464 2.196
C -0.372 -2.747 -5.256
Br -1.150 -2.555 -7.000
Br -1.276 -1.652 -3.951
Br -0.306 -4.585 -4.694
H 0.647 -2.394 -5.318
F 7.643 -0.102 -4.577
Al 7.417 -0.745 -3.038
F 6.758 0.502 -2.055
F 8.874 -1.233 -2.366
F 6.304 -2.007 -3.073
*
```

***

# 6
A molecular structure, C27H38AsCl2GdP in a non-equilibrium geometry, computed with wB97M-V/def2-TZVPD.

Output
**⟨S²⟩**: 15.792
**Frontier orbital gap (alpha / beta)**: 3.854 / 8.241 eV
**Energy relative to the best compared isomer or geometry (same formula, charge and spin)**: 0.000 eV

The geometry in ORCA input format:
```
! RIJCOSX wB97M-V def2-TZVPD def2/J DEFGRID3
* xyz -1 8
Gd 0.382 -1.092 0.490
Cl 0.495 1.330 0.990
Cl 1.681 -1.560 -1.526
H -1.654 -0.701 -0.146
H -1.771 -0.663 0.655
P 1.269 4.690 -1.094
C 1.505 5.698 0.467
C 2.705 5.187 -2.182
C -0.229 5.522 -1.840
C 2.109 4.809 1.563
H 0.464 5.938 0.749
C 2.284 7.007 0.333
H 3.339 6.831 0.090
H 2.252 7.521 1.304
H 1.866 7.689 -0.413
H 1.523 3.891 1.699
H 2.122 5.365 2.510
H 3.143 4.525 1.326
H -0.890 5.618 -0.961
C -0.910 4.581 -2.846
C -0.003 6.918 -2.418
H 0.348 7.635 -1.668
H -0.964 7.292 -2.800
H 0.705 6.912 -3.255
H -1.083 3.594 -2.399
H -0.310 4.452 -3.756
H -1.881 5.003 -3.134
C 4.008 4.622 -1.603
H 2.745 6.290 -2.172
C 2.517 4.702 -3.624
H 4.246 5.012 -0.606
H 4.840 4.885 -2.271
H 3.963 3.525 -1.540
H 2.323 3.619 -3.654
H 3.443 4.890 -4.184
H 1.704 5.215 -4.151
C -5.246 -5.900 -0.096
C -5.235 -4.704 0.634
C -4.032 -4.041 0.899
C -2.822 -4.569 0.419
C -2.821 -5.780 -0.288
C -4.035 -6.434 -0.549
As -1.210 -3.522 0.776
C -1.217 -3.762 2.745
C -0.816 -2.667 3.531
C -0.920 -2.749 4.926
C -1.394 -3.917 5.544
C -1.773 -5.010 4.752
C -1.688 -4.936 3.347
C 0.132 -4.735 -0.019
C 1.013 -5.482 0.768
C 1.991 -6.265 0.131
C 2.092 -6.292 -1.269
C 1.200 -5.536 -2.042
C 0.211 -4.769 -1.418
H -6.192 -6.405 -0.310
H -6.170 -4.280 1.000
H -4.029 -3.112 1.472
H -1.885 -6.211 -0.645
H -4.032 -7.364 -1.117
H -0.428 -1.739 3.069
H -0.618 -1.894 5.537
H -1.458 -3.976 6.636
H -2.127 -5.931 5.221
H -1.983 -5.791 2.729
H 0.911 -5.465 1.856
H 2.667 -6.875 0.732
H 2.850 -6.911 -1.759
H 1.262 -5.554 -3.132
H -0.486 -4.176 -2.015
*
```

***

no.,E (eV)
1,-58614.480
2,-118994.478
3,-137556.874
4,-55628.609
5,-382272.758
6,-144621.013